Below is a structure of composition C11H13ClOSr in a non-equilibrium geometry, with properties calculated with ωB97M-V with the def2-TZVPD basis set.

```
! RIJCOSX wB97M-V def2-TZVPD def2/J DEFGRID3
* xyz -2 1
C 0.87080 -2.00780 0.87030
C 0.94120 -2.04430 -0.54110
C -0.38400 -2.03580 -1.03650
H 1.84110 -2.07920 -1.13220
C -1.26460 -1.95660 0.06510
C -0.48390 -1.95010 1.24190
H -0.85720 -1.84750 2.24700
H 1.71010 -1.95390 1.54260
H -0.66920 -2.01970 -2.07380
H -2.33910 -1.89750 0.01570
Sr 0.00000 0.00000 0.00000
Cl 0.70060 1.22870 1.72270
C 0.10700 2.91220 -4.72790
C -1.10630 2.28070 -5.06630
C -0.79990 1.06280 -5.70570
H -2.10170 2.66460 -4.86950
C 0.60290 0.94160 -5.76240
C 1.16340 2.08470 -5.15830
H 2.22240 2.29120 -5.04410
H 0.21000 3.86740 -4.22390
H -1.51810 0.34470 -6.08740
H 1.15450 0.11390 -6.19550
C 0.00000 0.00000 3.41990
O 0.00000 0.00000 2.00000
H 0.91310 -0.50970 3.80230
H -0.88030 -0.54340 3.81990
H -0.12860 0.98990 3.94070
*
```

Results
- ΔE to the lowest compared entry with this formula, charge and spin: 11.370 eV
- Lowest unoccupied orbital energy (spin up / spin down): 4.64 / 4.64 eV
- Total energy: -27009.7856 eV
- Kohn-Sham gap (spin up / spin down): 2.7 / 2.7 eV


Below is a cluster of 9 separate species, CH20N2O9 in total in a non-equilibrium geometry, with properties calculated with ωB97M-V with the def2-TZVPD basis set.

```
! RIJCOSX wB97M-V def2-TZVPD def2/J DEFGRID3
* xyz 0 1
N -1.32267 1.82436 -3.58512
C -1.20585 0.91801 -2.63981
N -1.63496 -0.15485 -3.15505
O -0.84938 1.13798 -1.50612
H -1.71096 1.45095 -4.43945
H -1.06096 2.77496 -3.36611
H -1.87123 -0.95774 -2.58966
H -1.51409 -0.15206 -4.15779
O -1.26053 -2.15144 -0.91232
H -1.37029 -2.28887 0.02859
H -1.48963 -2.99325 -1.30615
O 1.49399 -2.56389 -1.09061
H 0.62698 -2.16098 -1.13738
H 1.43458 -3.17679 -0.35778
O -1.63265 0.58461 2.74907
H -0.85043 0.31565 3.23074
H -1.30745 0.83674 1.88483
O 0.83608 -2.96947 2.01121
H 0.74997 -2.01682 2.04672
H 1.56367 -3.16681 2.60103
O 0.28776 2.91011 3.37529
H -0.20141 2.41071 2.72141
H 0.76892 2.24833 3.87206
O 4.12297 -0.72092 1.41090
H 3.31106 -0.73822 0.90422
H 4.63209 -0.00857 1.02414
O 0.64103 -0.11508 0.52855
H -0.01724 -0.28156 -0.14613
H 0.55604 0.81859 0.72157
O -0.63529 2.58360 0.74899
H -0.42916 3.51653 0.69068
H -0.66094 2.28620 -0.16048
*
```

Results
- ΔE to the lowest compared entry with this formula, charge and spin: 0.757 eV
- Lowest unoccupied orbital energy: 0.10 eV
- Total energy: -22769.9294 eV
- Kohn-Sham gap: 10.7 eV


Below is a cluster of 2 separate species, C25H43NO4S2 in total in a non-equilibrium geometry, with properties calculated with ωB97M-V with the def2-TZVPD basis set.

```
! RIJCOSX wB97M-V def2-TZVPD def2/J DEFGRID3
* xyz 0 1
C -3.07825 2.13548 -0.23481
C -4.03188 0.90950 -0.85505
C -2.94131 -0.14008 -1.56728
N -2.43464 -1.02532 -0.45270
C -1.06017 -1.59305 -0.71739
C -0.41914 -2.40242 0.39587
C -1.19352 -2.70295 1.82039
C -1.05263 -1.40195 2.80891
C 0.52609 -0.94745 2.81219
C 0.97178 -0.14654 4.19367
C 2.10524 0.97507 3.81306
C 1.57256 2.21544 2.88225
C 0.29219 3.04001 3.51737
C -0.97665 3.10228 2.48065
C -1.56353 4.60746 2.19083
O -1.39096 5.03595 0.78086
C 0.04581 5.21261 0.46366
C 1.12552 -2.98937 0.13545
O 1.56335 -4.16962 0.58211
C 2.10393 -1.95824 -0.74616
S 3.92886 -1.68068 -0.41918
C 1.47127 -1.17999 -1.84464
C 2.19708 -0.07924 -2.81743
C 1.55749 1.40297 -2.38081
C 2.13614 2.63595 -3.31368
S 0.95616 2.75723 -4.79812
C -0.16593 -1.42117 -2.07993
O -0.60113 -1.49601 -3.33973
H -3.70176 3.02938 0.19117
H -2.31907 2.50091 -1.08059
H -2.38211 1.61212 0.58146
H -4.66990 1.42616 -1.71410
H -4.68420 0.38255 -0.03931
H -2.13446 0.55183 -2.06269
H -3.53441 -0.81924 -2.31329
H -3.12290 -1.75030 -0.15461
H -0.80076 -3.71672 2.29008
H -2.34860 -2.89470 1.59036
H -1.49326 -1.63673 3.87430
H -1.69802 -0.52529 2.32395
H 0.77185 -0.32084 1.82924
H 1.20190 -1.92122 2.76780
H 1.46648 -0.95882 4.91513
H 0.03310 0.27451 4.76500
H 2.58600 1.42686 4.80064
H 2.98985 0.45439 3.23646
H 2.46482 3.00127 2.79109
H 1.39341 1.81034 1.79615
H 0.55380 4.12645 3.88525
H -0.08225 2.44710 4.48285
H -1.85351 2.37208 2.83017
H -0.61186 2.67536 1.43824
H -1.01620 5.34996 2.92202
H -2.73695 4.57802 2.39911
H 0.13771 5.70249 -0.59681
H 0.47673 5.93401 1.29313
H 0.65288 4.18609 0.47646
H 4.64475 -2.80929 -0.90424
H 3.35547 0.02076 -2.68519
H 1.87861 -0.21044 -3.96023
H 0.36519 1.37528 -2.43402
H 1.81316 1.65876 -1.24661
H 2.20088 3.65345 -2.70322
H 3.22011 2.28369 -3.66881
H -0.31544 2.35949 -4.28435
C 1.11896 -6.53423 -2.34274
C 0.57351 -5.94891 -3.61783
C 0.00768 -4.55529 -3.55511
O 0.58947 -6.58475 -4.67051
H 1.49360 -7.54458 -2.53853
H 1.94489 -5.91998 -1.97547
H 0.32631 -6.59431 -1.59267
H 0.78416 -3.85288 -3.24183
H -0.83442 -4.52721 -2.85903
H -0.34891 -4.26344 -4.54865
*
```

Results
- Lowest unoccupied orbital energy: -1.60 eV
- Total energy: -57959.3340 eV
- Kohn-Sham gap: 7.2 eV


Below is a structure of composition C4H8N2O2 in a non-equilibrium geometry, with properties calculated with ωB97M-V with the def2-TZVPD basis set.

```
! RIJCOSX wB97M-V def2-TZVPD def2/J DEFGRID3
* xyz 0 1
C -2.06984 1.16826 0.35879
C 1.48228 -0.35353 1.11814
C -0.61302 -0.47138 -0.69209
C 1.20645 0.03253 -0.31701
O -0.50310 -1.65640 -1.33711
O 2.39618 0.14217 -0.98115
N 0.25607 0.69582 -0.94383
N -1.77180 -0.03884 -0.36270
H -1.40609 -1.97041 -1.49318
H 2.84922 -0.62938 -1.34132
H -1.27383 1.48977 1.03162
H -2.99749 1.00532 0.91162
H -2.27547 1.96590 -0.35755
H 1.98308 -1.32194 1.13878
H 0.56713 -0.41960 1.69690
H 2.17024 0.36172 1.57008
*
```

Results
- ΔE to the lowest compared entry with this formula, charge and spin: 4.984 eV
- Lowest unoccupied orbital energy: 0.15 eV
- Total energy: -11349.1283 eV
- Kohn-Sham gap: 8.7 eV


Below is a cluster of 3 separate species, C5H13N2O in total in a non-equilibrium geometry, with properties calculated with ωB97M-V with the def2-TZVPD basis set.

```
! RIJCOSX wB97M-V def2-TZVPD def2/J DEFGRID3
* xyz -1 1
N 0.94018 -1.77622 2.02038
C 0.10883 -0.81348 1.37760
C 1.14331 0.25185 0.88271
C -0.90926 -1.39497 0.30108
N -1.39505 -2.66852 0.64864
C -0.74596 2.53455 -1.48042
C 0.14636 2.08544 -2.49965
O -0.02666 2.04210 -3.73451
H 1.79724 -1.91248 1.57497
H 0.36537 -2.65929 2.00676
H -0.54305 -0.38891 2.09992
H 1.67268 0.58642 1.74913
H 1.88999 -0.15574 0.18189
H 0.62388 1.05900 0.36766
H -0.41255 -1.46595 -0.66702
H -1.64738 -0.55885 0.04770
H -2.14131 -2.55899 1.38331
H -0.36779 3.15245 -0.68122
H -1.79484 2.38537 -1.90905
H 1.27887 1.85520 -2.12323
H 0.01713 0.40102 -1.54663
*
```

Results
- ΔE to the lowest compared entry with this formula, charge and spin: 6.854 eV
- Lowest unoccupied orbital energy: 1.49 eV
- Total energy: -10416.8451 eV
- Kohn-Sham gap: 3.9 eV


Below is a structure of composition C33H57N7O7RbS, with properties calculated with ωB97M-V with the def2-TZVPD basis set.

```
! RIJCOSX wB97M-V def2-TZVPD def2/J DEFGRID3
* xyz -1 1
Rb 0.93880 1.39016 1.55233
C -4.71914 3.00734 -0.21656
C -3.20981 2.80936 -0.04408
C -2.45786 2.89874 -1.38786
C -1.89306 4.29003 -1.78819
C -2.51226 4.74154 -3.11442
C -2.15886 5.37886 -0.74526
N -0.39571 4.21274 -1.86547
C 0.27072 3.91617 -3.13503
C 0.14572 2.47835 -3.61046
N 0.68504 1.42166 -2.74972
C 2.08337 1.65731 -2.42604
C 2.44849 2.61098 -1.29328
O 3.61242 2.85163 -1.07178
O 1.49890 3.06133 -0.48140
C 0.49595 0.11298 -3.46580
C 1.35760 -1.03534 -2.94904
C -0.98596 -0.29384 -3.59740
C -1.76685 -1.01658 -2.47452
C -3.24232 -0.87271 -2.86335
C -1.45539 -2.52343 -2.42601
N -1.51468 -0.34322 -1.19741
C -2.33699 -0.71203 -0.05026
C -3.41526 0.33329 0.23050
N -2.85155 1.59566 0.68638
C -2.77853 1.76949 2.13451
C -1.45105 2.44384 2.53448
O -1.05784 3.41694 1.84545
O -0.78778 1.87585 3.43688
H -4.94360 4.00278 -0.61533
H -5.24054 2.90621 0.74157
H -5.14990 2.28363 -0.91518
H -2.83245 3.59651 0.59600
H -3.10754 2.53942 -2.19880
H -1.63856 2.18931 -1.34282
H -3.59308 4.84867 -2.98933
H -2.35969 4.00874 -3.91212
H -2.11067 5.70531 -3.44403
H -3.22543 5.49093 -0.54165
H -1.79888 6.34048 -1.12810
H -1.64960 5.15297 0.19660
H -0.02789 5.09438 -1.52771
H 0.61119 3.22141 -0.94835
H 1.32255 4.18421 -3.01084
H -0.08692 4.54454 -3.95685
H 0.63985 2.43764 -4.59874
H -0.90780 2.27950 -3.79186
H 2.69375 1.95149 -3.29398
H 2.51172 0.74084 -2.03102
H 0.82323 0.29290 -4.50613
H 1.29502 -1.19174 -1.86837
H 2.41255 -0.90838 -3.19582
H 1.03949 -1.95791 -3.43833
H -1.03843 -0.94621 -4.47681
H -1.57363 0.58562 -3.86526
H -3.40228 -1.32015 -3.84907
H -3.52981 0.18220 -2.90733
H -3.90629 -1.38619 -2.16433
H -1.55300 -2.98562 -3.41499
H -2.17341 -3.03027 -1.77290
H -0.45246 -2.73094 -2.06205
H -0.53020 -0.35196 -0.98160
H -1.71847 -0.83158 0.84288
H -2.80457 -1.69962 -0.17599
H -4.14360 -0.07218 0.94871
H -3.97015 0.49779 -0.69546
H -2.79804 0.78870 2.60814
H -3.63298 2.33262 2.55103
N 4.03859 1.36468 2.07319
C 4.37468 0.16787 1.28845
C 3.20428 -0.81003 1.04236
O 3.22329 -1.90977 1.65710
O 2.26467 -0.39160 0.32292
H 3.59121 2.07384 1.50372
H 3.46211 1.13856 2.87535
H 5.16432 -0.38309 1.79775
H 4.75843 0.51798 0.32934
C 3.35595 -2.06629 5.01629
C 2.10747 -2.91623 5.22385
C 0.85511 -2.36433 4.54140
N 0.90043 -2.51675 3.08977
C -0.15875 -2.85189 2.36323
S -1.74017 -2.92943 2.88947
N 0.14278 -3.16483 1.03797
C 1.26066 -3.81935 0.52216
O 1.49265 -3.79677 -0.66878
C 1.99906 -4.74147 1.44737
C 3.37685 -4.87054 1.32151
C 4.05330 -5.77069 2.13004
C 3.35636 -6.55447 3.04073
C 1.97745 -6.43807 3.15177
C 1.29766 -5.52505 2.35880
H 4.20925 -2.47779 5.56266
H 3.19224 -1.04746 5.38404
H 3.63648 -1.99988 3.96594
H 1.89518 -3.00429 6.29300
H 2.27575 -3.93582 4.86432
H 0.70580 -1.30969 4.79193
H -0.03995 -2.88186 4.87214
H 1.76544 -2.29139 2.57318
H -0.56881 -2.94390 0.36218
H 3.89277 -4.23453 0.61454
H 5.13112 -5.85776 2.05201
H 3.89312 -7.25722 3.66884
H 1.43602 -7.05466 3.86061
H 0.22154 -5.40917 2.44791
*
```

Results
- ΔE to the lowest compared entry with this formula, charge and spin: 1.413 eV
- Lowest unoccupied orbital energy: 2.11 eV
- Total energy: -71405.5743 eV
- Kohn-Sham gap: 7.3 eV